No. 1
86
Properties=species:S:1:pos:R:3:mulliken_charge:R:1 method="wB97M-V/def2-TZVPD" e_tot_ha=-13556.13846 spin_multiplicity=4 largest_force_ev_per_a=0.4 e_lumo_ev="-6.938 / -6.106" homo_ev="-12.53 / -12.79" total_charge=+2
Re -2.705 -0.412 -1.587 1.13
Br -5.003 -4.533 -3.425 -0.07
Br -8.071 -3.629 1.336 -0.09
Br -6.277 -0.850 1.872 -0.07
Br -7.479 -5.437 -1.352 -0.09
S -0.865 2.081 -0.346 1.79
S 1.415 0.532 0.382 0.72
S 0.282 -1.563 -1.035 1.47
O -4.326 -0.458 -0.476 -0.79
O -3.680 -1.986 -2.323 -0.73
N -1.951 1.303 -0.944 -0.23
N -0.854 -1.053 -1.817 -0.70
N 0.114 1.306 0.704 0.23
N 1.480 -0.506 -0.769 0.13
C -5.061 -1.558 -0.554 0.77
C -6.742 -3.105 0.132 0.21
C 4.172 3.343 0.860 -0.76
C 0.936 -0.147 3.000 -0.04
C -1.590 -2.310 2.451 -1.13
C -2.499 4.124 0.189 -0.55
C -2.466 5.416 2.216 -0.51
C -0.152 -2.262 0.541 0.94
C 4.905 3.270 -0.321 -0.63
C -0.889 3.621 1.947 0.17
C 0.369 -3.714 2.364 -0.84
C -3.006 5.155 0.961 -0.84
C -5.477 -3.539 -1.913 -0.32
C 2.530 -2.760 -2.081 0.02
C -6.024 -1.952 0.376 -0.56
C 1.802 -0.228 1.921 0.76
C 2.781 1.587 0.052 0.80
C -4.740 -2.382 -1.647 0.77
C 0.147 2.873 -1.561 0.49
C 0.791 4.072 -1.275 -0.30
C 3.097 2.497 1.057 -0.96
C 3.362 -1.535 3.157 -0.73
C 1.007 -4.901 -3.036 -0.78
C 3.493 1.499 -1.134 -0.17
C -1.417 4.654 2.709 -0.96
C 2.509 -1.467 4.255 -0.71
C 1.575 4.647 -2.262 -0.84
C 2.380 -4.851 -3.259 -0.55
C -1.276 -1.790 1.204 -0.70
C 0.266 2.236 -2.789 -0.35
C 4.567 2.359 -1.311 -0.95
C 0.688 -3.213 1.112 -0.39
C 3.011 -0.917 1.972 -1.26
C 3.137 -3.788 -2.789 -0.87
C 1.706 4.025 -3.498 -0.65
C -1.443 3.374 0.699 0.14
C 1.163 -2.830 -1.869 0.05
C -6.478 -3.894 -1.031 0.35
C 1.304 -0.782 4.178 -0.86
C -0.771 -3.272 3.025 -0.79
C 1.060 2.824 -3.761 -0.69
C 0.381 -3.883 -2.340 -0.44
H -1.021 -3.680 3.995 0.46
H 0.664 4.559 -0.316 0.52
H 4.300 -2.067 3.228 0.50
H 4.202 -3.756 -2.973 0.47
H 3.663 -0.959 1.107 0.37
H 1.159 2.354 -4.730 0.50
H 2.525 2.531 1.978 0.29
H -3.825 5.753 0.585 0.46
H 0.424 -5.731 -3.412 0.45
H -0.256 1.308 -2.974 0.23
H -1.894 -1.000 0.791 0.62
H -1.006 4.863 3.688 0.47
H 2.862 -5.650 -3.807 0.43
H 5.143 2.313 -2.226 0.51
H 2.790 -1.950 5.181 0.46
H 3.104 -1.928 -1.701 0.32
H -2.919 3.898 -0.783 0.48
H -2.871 6.220 2.816 0.44
H 2.070 5.590 -2.072 0.48
H 2.309 4.488 -4.269 0.44
H -0.069 3.022 2.313 0.26
H 3.209 0.786 -1.894 0.55
H 0.648 -0.738 5.037 0.53
H 4.447 4.051 1.630 0.50
H 1.006 -4.462 2.817 0.51
H 1.568 -3.564 0.589 0.52
H 5.750 3.929 -0.466 0.46
H -0.003 0.381 2.913 0.55
H -0.690 -3.897 -2.180 0.55
H -2.473 -1.956 2.968 0.57



No. 2
105
Properties=species:S:1:pos:R:3:mulliken_charge:R:1 method="wB97M-V/def2-TZVPD" e_tot_ha=-5890.14712 spin_multiplicity=3 largest_force_ev_per_a=2.1 e_lumo_ev="-5.098 / -7.025" homo_ev="-12.23 / -12.24" total_charge=+2
Pd -0.216 -1.035 -1.043 -0.19
Se -1.709 -3.112 -0.793 -0.30
S -1.210 -1.433 -5.623 -0.12
P -3.839 1.812 0.203 -0.08
P -0.873 1.296 -0.739 1.22
O 6.439 -1.144 1.443 -0.52
O 2.460 -1.838 5.451 -0.50
N 2.018 -1.752 -0.781 1.46
N -0.232 -1.269 -3.289 1.12
N 0.218 -4.619 0.667 0.18
N 0.112 -1.299 1.119 2.23
N 0.627 -4.774 -1.441 0.32
C 1.388 -1.466 1.527 0.73
C -0.019 2.571 3.069 -1.35
C 6.199 -1.050 0.040 -0.60
C 0.923 3.103 0.530 -0.37
C 0.779 -0.868 -4.146 -1.07
C -1.334 -1.585 -3.945 -0.59
C 0.630 -4.627 -2.920 -0.89
C -2.488 4.885 2.587 -0.62
C 0.953 3.536 2.907 -0.98
C 2.441 -1.477 0.469 0.16
C 1.369 -5.388 0.600 0.65
C 1.461 3.772 1.620 -0.86
C 1.563 2.850 -4.331 -0.85
C 1.467 1.631 -2.236 -0.62
C -2.691 4.068 1.475 -0.30
C -0.079 2.120 0.678 1.48
C 2.152 -5.996 1.574 -0.90
C -0.229 -4.285 -0.546 -0.26
C 4.724 -1.269 -0.224 -0.20
C 1.742 -1.612 2.866 -0.65
C 3.269 -6.679 1.115 -0.60
C -0.855 -1.278 2.037 -1.63
C -2.490 2.115 -0.988 -2.30
C -3.063 4.556 3.821 -0.58
C 4.270 -1.537 -1.532 -1.64
C 2.749 -6.223 -1.228 -0.81
C 0.742 -1.614 3.809 -0.20
C 0.202 3.066 -4.294 -0.65
C 2.945 -1.793 -1.755 -0.69
C 3.543 -6.804 -0.245 -0.71
C -0.577 -1.469 3.373 -0.95
C -5.036 3.544 -1.754 -0.27
C -0.527 1.861 1.976 -0.22
C 3.777 -1.252 0.777 -0.50
C -3.878 3.444 3.931 -0.70
C 0.095 1.908 -2.131 0.44
C -7.328 3.829 -0.218 -0.62
C 0.406 -0.918 -5.473 -0.64
C -4.034 2.633 2.818 -0.39
C -7.216 4.508 -1.432 -0.61
C -3.434 2.929 1.580 0.61
C 2.175 2.155 -3.317 -0.66
C -5.145 2.864 -0.551 1.05
C -0.532 2.584 -3.191 -0.99
C 1.036 -1.833 5.269 -0.72
C 1.625 -5.496 -0.772 0.81
C -6.052 4.389 -2.180 -0.74
C -6.332 3.003 0.216 -0.68
H -1.869 -1.155 1.690 0.37
H -0.050 -3.820 -3.148 0.11
H 1.997 1.175 -1.407 0.71
H -8.219 3.895 0.402 0.39
H 6.728 -1.820 -0.510 0.31
H 0.535 -2.753 5.606 0.35
H 2.528 -2.034 -2.748 0.43
H 3.239 2.047 -3.317 0.50
H 2.192 4.522 1.369 0.49
H 2.757 -1.834 3.113 0.68
H 1.330 4.073 3.780 0.46
H 3.914 -7.192 1.819 0.44
H -2.300 4.356 0.512 0.28
H -2.824 1.608 -1.914 1.13
H 0.312 -5.519 -3.454 0.38
H 4.016 -1.059 1.806 0.79
H -0.409 2.366 4.077 0.54
H 2.932 -6.399 -2.284 0.48
H 6.488 -0.068 -0.307 0.36
H -1.622 2.742 -3.234 0.33
H -4.697 1.750 2.932 0.39
H -6.410 2.496 1.159 0.37
H 2.196 3.285 -5.079 0.47
H 0.555 -1.018 5.813 0.36
H -2.255 -1.845 -3.420 0.24
H -2.948 5.183 4.705 0.41
H -5.953 4.947 -3.077 0.45
H 2.666 -2.051 6.358 0.32
H 1.270 3.390 -0.447 0.48
H 4.387 -7.407 -0.540 0.45
H -0.357 3.611 -5.044 0.50
H 1.714 -0.527 -3.766 0.59
H 4.921 -1.681 -2.379 0.58
H -1.841 5.760 2.475 0.46
H -0.225 -4.327 1.504 0.26
H -1.392 -1.409 4.112 0.51
H -8.024 5.091 -1.817 0.41
H -4.138 3.455 -2.338 0.42
H -1.320 1.140 2.125 0.59
H 1.879 -5.965 2.629 0.47
H 7.179 -0.598 1.690 0.33
H 1.632 -4.351 -3.232 0.35
H -4.354 3.244 4.893 0.45
H -2.268 3.148 -1.211 0.98
H 1.029 -0.693 -6.326 0.44